Entry 1:
This record from the OMol25 dataset describes a single C16H18N2O5 molecule at a distorted geometry. The level of theory is wB97M-V/def2-TZVPD.

Summary:
- max |F| (eV Å⁻¹) = 4.983
- LUMO (eV) = 0.46
- gap between HOMO and LUMO (eV) = 10.1
- SMILES = CCC(=O)OC1([C@@H](CC)c2ccccc2)C(=O)NC(=O)NC1=O

Last column: Mulliken charge in e.
CARTESIAN COORDINATES (ANGSTROEM)
O -4.151 0.796 0.245  -0.67
O -1.235 -0.609 3.163  -0.55
O -1.014 -2.126 0.136  -0.64
O -0.441 2.347 1.735  -0.67
O 0.635 -0.308 1.860  -0.40
C -2.952 0.640 0.337  0.25
C -0.005 -0.568 3.020  0.67
C -1.232 -0.960 0.329  -0.34
C -0.893 1.455 1.013  -0.29
C -1.029 1.775 -4.137  -0.40
C -0.310 2.618 -3.275  -0.84
C -1.170 0.421 -3.751  -0.88
C 0.289 2.159 -2.101  -0.05
C -0.554 -0.049 -2.571  0.17
C 0.210 0.786 -1.769  0.14
N -2.511 -0.608 0.035  0.16
N -2.152 1.704 0.540  0.05
C 1.168 -2.486 4.106  -1.08
C 2.918 -0.621 -1.744  -1.27
C 0.793 -0.959 4.270  -0.56
C -0.167 0.121 0.693  2.13
C 1.767 -0.967 -0.755  -0.50
C 0.868 0.318 -0.436  -1.11
H -1.472 2.102 -5.096  0.37
H -0.285 3.673 -3.461  0.39
H -1.679 -0.256 -4.452  0.37
H 0.827 2.806 -1.416  0.44
H -0.679 -1.098 -2.274  0.30
H -3.148 -1.376 0.052  0.30
H -2.585 2.459 1.030  0.35
H 1.615 -2.873 5.004  0.39
H 0.250 -3.016 3.896  0.32
H 1.860 -2.612 3.249  0.25
H 3.579 0.140 -1.283  0.31
H 2.552 -0.185 -2.668  0.30
H 3.507 -1.507 -2.014  0.39
H 1.707 -0.372 4.355  0.26
H 0.217 -0.754 5.205  0.33
H 1.170 -1.781 -1.192  0.31
H 2.201 -1.337 0.186  0.38
H 1.532 1.109 -0.066  0.90

Forces on atoms 1 to 6 (eV/Å):
O -0.7138 0.6096 0.6101
O 1.9261 0.5781 -1.6589
O 1.8042 -0.8562 0.6686
O 0.6066 -1.8279 -1.0947
O -0.7483 0.4244 -0.2983
C -4.6035 -0.4410 -1.8562


Entry 2:
This record from the OMol25 dataset describes a single C16H18N2O6 molecule at a distorted geometry. The level of theory is wB97M-V/def2-TZVPD.

Summary:
- max |F| (eV Å⁻¹) = 1.363
- LUMO (eV) = 0.45
- gap between HOMO and LUMO (eV) = 8.7
- SMILES = COCCNC(=O)COCc1cc(-c2ccc3c(c2)OCO3)on1

Last column: Mulliken charge in e.
CARTESIAN COORDINATES (ANGSTROEM)
C 5.485 0.025 1.124  -0.73
H 6.534 -0.025 0.804  0.29
O 4.962 -1.255 1.359  -0.30
C 4.984 -2.080 0.214  -0.44
C 4.385 -3.436 0.585  -0.91
N 2.994 -3.317 0.940  -0.14
C 2.001 -3.712 0.129  0.33
O 2.164 -4.296 -0.923  -0.67
C 0.601 -3.399 0.656  -0.10
O 0.662 -2.651 1.850  -0.32
C -0.608 -2.364 2.395  -0.83
C -1.394 -1.404 1.563  0.22
N -2.643 -1.627 1.240  -0.69
O -3.064 -0.580 0.500  -0.17
C -2.059 0.305 0.351  0.67
C -0.956 -0.175 1.017  -0.14
H 0.017 0.256 1.110  0.49
C -2.288 1.514 -0.415  0.39
C -3.531 1.730 -1.005  -0.65
C -3.799 2.874 -1.746  -0.85
C -2.783 3.792 -1.873  0.92
C -1.532 3.581 -1.284  0.98
C -1.255 2.457 -0.552  -1.47
H -0.289 2.310 -0.103  0.39
O -0.716 4.642 -1.566  -0.50
C -1.486 5.528 -2.349  -0.24
O -2.777 4.985 -2.535  -0.47
H -1.566 6.500 -1.837  0.25
H -1.003 5.672 -3.328  0.24
H -4.760 3.041 -2.202  0.44
H -4.301 0.985 -0.880  0.49
H -0.406 -1.918 3.375  0.29
H -1.197 -3.281 2.531  0.37
H 0.057 -2.856 -0.130  0.30
H 0.077 -4.352 0.820  0.25
H 2.760 -2.759 1.747  0.29
H 4.938 -3.852 1.431  0.31
H 4.445 -4.112 -0.271  0.44
H 4.397 -1.622 -0.596  0.34
H 6.018 -2.214 -0.140  0.40
H 4.911 0.556 0.354  0.31
H 5.419 0.567 2.065  0.24

Forces on atoms 1 to 6 (eV/Å):
C 0.0189 0.0879 -0.0312
H -0.0259 0.0204 0.0181
O -0.1309 -0.2788 0.0861
C -0.0118 -0.2939 -0.0678
C 0.2198 0.3199 -0.2351
N 0.2382 0.2803 0.3974


Entry 3:
This record from the OMol25 dataset describes a single C16H18N4O2S molecule at a distorted geometry. The level of theory is wB97M-V/def2-TZVPD.

Summary:
- max |F| (eV Å⁻¹) = 1.455
- LUMO (eV) = -0.15
- gap between HOMO and LUMO (eV) = 7.9
- SMILES = CN1CCN(c2ccc([N+](=O)[O-])c(Sc3ccccn3)c2)CC1

Last column: Mulliken charge in e.
CARTESIAN COORDINATES (ANGSTROEM)
C -0.474 -3.039 0.841  -0.85
N -1.142 -2.391 1.952  0.09
C -2.577 -2.307 1.805  -0.90
H -2.982 -1.954 2.757  0.34
C -3.014 -1.366 0.652  -0.87
N -2.050 -0.293 0.521  0.15
C -1.534 0.073 -0.681  0.29
C -0.258 0.647 -0.778  -0.19
C 0.280 1.038 -1.988  0.29
C -0.485 0.859 -3.158  -0.21
C -1.760 0.290 -3.070  -0.87
C -2.281 -0.099 -1.868  -0.56
H -3.279 -0.505 -1.831  0.49
H -2.323 0.179 -3.984  0.48
N 0.002 1.241 -4.416  1.02
O 1.109 1.771 -4.462  -0.66
O -0.684 1.035 -5.404  -0.68
S 1.883 1.746 -2.150  -0.21
C 2.673 1.786 -0.555  0.71
N 2.213 1.191 0.532  -0.27
C 2.923 1.273 1.648  -0.17
C 4.127 1.943 1.741  -0.82
C 4.616 2.565 0.597  -0.30
C 3.884 2.488 -0.568  -0.75
H 4.216 2.952 -1.483  0.38
H 5.554 3.101 0.620  0.41
H 4.668 1.979 2.674  0.38
H 2.489 0.769 2.503  0.41
H 0.360 0.758 0.094  0.99
C -1.447 0.067 1.783  -1.18
H -0.864 0.980 1.682  0.53
C -0.580 -1.094 2.310  -0.57
H -0.517 -1.032 3.403  0.24
H 0.430 -1.024 1.903  0.33
H -2.265 0.268 2.483  0.39
H -3.050 -1.934 -0.279  0.56
H -4.016 -0.966 0.857  0.32
H -2.973 -3.308 1.624  0.37
H 0.562 -3.226 1.122  0.34
H -0.955 -4.000 0.660  0.30
H -0.481 -2.461 -0.092  0.28

Forces on atoms 1 to 6 (eV/Å):
C 0.0154 0.0122 0.0142
N 0.0076 -0.0624 -0.0264
C -0.0471 0.0534 -0.0269
H -0.0989 -0.0403 -0.0410
C -0.2076 -0.1783 0.0824
N -0.0500 -0.0222 0.1369


Entry 4:
This record from the OMol25 dataset describes a molecular structure, C16H18N5O7STl. The level of theory is wB97M-V/def2-TZVPD.

Summary:
- max |F| (eV Å⁻¹) = 0.471
- LUMO (eV) = 4.35
- gap between HOMO and LUMO (eV) = 6.8
- charge = -2

Last column: Mulliken charge in e.
CARTESIAN COORDINATES (ANGSTROEM)
Tl 1.071 -0.575 -0.797  0.85
C 2.713 0.090 3.502  -1.48
C 1.502 0.429 2.680  0.54
N 0.619 -0.436 2.355  -0.24
N 0.881 -1.721 2.690  0.01
C -0.086 -2.670 2.521  0.19
N 0.440 -3.906 2.349  -0.42
S -1.729 -2.388 2.614  -0.44
C 1.302 1.790 2.108  0.63
C 2.025 2.902 2.542  -0.67
C 1.828 4.124 1.919  -0.33
C 0.916 4.216 0.882  -0.81
C 0.240 3.059 0.516  0.06
N 0.429 1.887 1.099  -0.01
H 2.429 -0.602 4.297  0.43
H 3.174 0.969 3.948  0.37
H 3.457 -0.414 2.879  0.16
H 1.861 -2.061 2.661  0.22
H 1.419 -3.965 2.086  0.25
H -0.190 -4.592 1.972  0.23
H 2.731 2.821 3.356  0.16
H 2.392 4.992 2.239  0.40
H 0.745 5.149 0.361  0.38
H -0.480 3.067 -0.298  0.24
O 0.319 -0.311 -5.188  -0.79
C 0.109 0.001 -4.009  0.05
O 0.970 0.373 -3.149  -0.73
C -1.375 0.022 -3.563  0.06
C -1.641 1.075 -2.481  0.05
C -3.139 1.424 -2.432  -0.98
C -3.716 0.156 -1.747  -1.02
C -2.440 -0.677 -1.537  0.05
O -1.475 0.351 -1.253  -0.47
C -1.976 -1.259 -2.885  0.10
C -1.084 -2.508 -2.696  0.04
O -1.399 -3.505 -3.359  -0.81
O -0.161 -2.441 -1.825  -0.64
H -1.938 0.252 -4.467  0.30
H -0.956 1.918 -2.510  0.59
H -3.549 1.605 -3.426  0.39
H -3.307 2.314 -1.822  0.26
H -4.447 -0.370 -2.363  0.42
H -4.178 0.395 -0.788  0.36
H -2.478 -1.387 -0.714  0.44
H -2.830 -1.616 -3.459  0.39
O 3.292 -3.214 2.595  -0.54
N 4.066 -2.842 1.652  0.11
O 3.645 -1.922 0.944  -0.34

Forces on atoms 1 to 6 (eV/Å):
Tl -0.0322 -0.1828 -0.4333
C 0.0491 0.0911 -0.0602
C 0.1085 -0.0045 -0.0578
N -0.2236 0.1414 0.1722
N 0.0321 -0.0480 0.1402
C -0.0703 -0.0942 -0.0441


Entry 5:
This record from the OMol25 dataset describes a single C16H18N6O4 molecule. The level of theory is wB97M-V/def2-TZVPD.

Summary:
- max |F| (eV Å⁻¹) = 0.095
- LUMO (eV) = 0.43
- gap between HOMO and LUMO (eV) = 10.0
- SMILES = Cc1nc(CN(C)C(=O)c2coc([C@H](C)NC(=O)[C@@H]3C[C@H]3C#N)n2)no1

Last column: Mulliken charge in e.
CARTESIAN COORDINATES (ANGSTROEM)
C 3.153 -1.438 -4.772  -1.09
C 2.323 -2.245 -3.846  0.76
N 1.880 -1.926 -2.674  -0.38
C 1.186 -3.056 -2.310  0.73
C 0.475 -3.178 -0.998  -0.95
N -0.460 -2.085 -0.795  0.01
C -1.673 -2.149 -1.599  -1.04
C -0.102 -0.850 -0.336  0.36
O -0.805 0.132 -0.512  -0.66
C 1.159 -0.664 0.436  0.52
C 1.678 0.556 0.684  -0.47
O 2.804 0.396 1.427  -0.32
C 2.911 -0.941 1.606  0.34
C 4.065 -1.443 2.416  0.39
C 4.122 -2.964 2.420  -1.60
N 3.994 -0.893 3.760  -0.16
C 4.989 -0.132 4.290  0.27
O 5.999 0.164 3.686  -0.65
C 4.725 0.315 5.706  -0.02
C 3.526 1.153 6.022  -0.75
C 4.908 1.771 6.019  -0.02
C 5.501 2.137 7.281  0.00
N 5.954 2.423 8.297  -0.45
N 1.971 -1.618 1.047  -0.50
N 1.190 -4.001 -3.196  -0.54
O 1.963 -3.471 -4.230  -0.14
H 3.351 -0.471 -4.320  0.30
H 4.094 -1.946 -4.976  0.30
H 2.633 -1.299 -5.719  0.30
H -0.074 -4.118 -0.985  0.38
H 1.205 -3.195 -0.195  0.37
H -2.399 -1.443 -1.211  0.37
H -1.476 -1.900 -2.646  0.32
H -2.073 -3.161 -1.547  0.32
H 1.384 1.554 0.418  0.48
H 4.984 -1.036 1.991  0.31
H 4.203 -3.345 1.404  0.37
H 4.989 -3.289 2.993  0.44
H 3.221 -3.386 2.865  0.32
H 3.188 -1.098 4.327  0.33
H 5.058 -0.387 6.461  0.45
H 2.875 1.440 5.207  0.23
H 3.040 1.022 6.978  0.35
H 5.176 2.413 5.191  0.40

Forces on atoms 1 to 6 (eV/Å):
C -0.0022 -0.0024 -0.0032
C 0.0223 -0.0020 -0.0110
N -0.0025 -0.0068 0.0206
C -0.0244 0.0042 -0.0009
C 0.0102 0.0047 -0.0100
N -0.0060 -0.0070 -0.0148


Entry 6:
This record from the OMol25 dataset describes a molecular structure, C16H18OPt. The level of theory is wB97M-V/def2-TZVPD.

Summary:
- max |F| (eV Å⁻¹) = 0.635
- LUMO (eV) = -9.54
- gap between HOMO and LUMO (eV) = 6.8
- charge = +2

Last column: Mulliken charge in e.
CARTESIAN COORDINATES (ANGSTROEM)
Pt 0.310 0.505 -0.751  0.50
C 0.306 2.098 1.526  -0.36
C 0.594 0.908 2.102  -0.25
C 1.454 0.030 1.372  -0.43
C 2.247 0.457 0.279  -0.28
C 2.021 1.732 -0.278  -0.78
C 0.882 2.410 0.222  -0.18
H -0.418 2.778 1.956  0.44
H 0.137 0.584 3.025  0.45
H 1.593 -0.990 1.717  0.52
H 3.008 -0.193 -0.130  0.52
H 2.600 2.120 -1.102  0.43
H 0.581 3.325 -0.270  0.56
C -0.045 3.233 -5.102  -1.56
C -0.753 2.506 -3.984  0.35
C -0.348 1.264 -3.543  -0.27
C -1.012 0.596 -2.472  0.72
C -0.745 -0.858 -2.299  -1.72
C -2.153 1.241 -1.858  1.04
C -2.792 0.572 -0.666  -0.86
O -2.081 0.024 0.147  -0.41
C -2.601 2.457 -2.324  0.49
C -3.788 3.208 -1.763  -1.74
C -1.882 3.056 -3.376  -0.23
H 0.744 2.621 -5.535  0.39
H 0.403 4.153 -4.725  0.35
H -0.749 3.495 -5.891  0.42
H 0.462 0.740 -4.039  0.46
H -0.210 -1.306 -3.131  0.48
H -1.589 -1.458 -1.973  0.45
H 0.050 -1.153 -1.420  0.26
H -3.881 0.590 -0.545  0.49
H -4.285 2.697 -0.942  0.39
H -4.531 3.368 -2.544  0.40
H -3.473 4.185 -1.398  0.39
H -2.233 4.019 -3.738  0.56

Forces on atoms 1 to 6 (eV/Å):
Pt 0.0298 -0.2409 -0.1775
C -0.1066 0.1632 -0.2932
C 0.0305 -0.0188 -0.0988
C -0.0617 -0.2118 -0.3067
C 0.5387 -0.2367 0.2391
C -0.0266 0.2590 0.1327


Copy entry 1 word for word.
This record from the OMol25 dataset describes a single C16H18N2O5 molecule at a distorted geometry. The level of theory is wB97M-V/def2-TZVPD.

Summary:
- max |F| (eV Å⁻¹) = 4.983
- LUMO (eV) = 0.46
- gap between HOMO and LUMO (eV) = 10.1
- SMILES = CCC(=O)OC1([C@@H](CC)c2ccccc2)C(=O)NC(=O)NC1=O

Last column: Mulliken charge in e.
CARTESIAN COORDINATES (ANGSTROEM)
O -4.151 0.796 0.245  -0.67
O -1.235 -0.609 3.163  -0.55
O -1.014 -2.126 0.136  -0.64
O -0.441 2.347 1.735  -0.67
O 0.635 -0.308 1.860  -0.40
C -2.952 0.640 0.337  0.25
C -0.005 -0.568 3.020  0.67
C -1.232 -0.960 0.329  -0.34
C -0.893 1.455 1.013  -0.29
C -1.029 1.775 -4.137  -0.40
C -0.310 2.618 -3.275  -0.84
C -1.170 0.421 -3.751  -0.88
C 0.289 2.159 -2.101  -0.05
C -0.554 -0.049 -2.571  0.17
C 0.210 0.786 -1.769  0.14
N -2.511 -0.608 0.035  0.16
N -2.152 1.704 0.540  0.05
C 1.168 -2.486 4.106  -1.08
C 2.918 -0.621 -1.744  -1.27
C 0.793 -0.959 4.270  -0.56
C -0.167 0.121 0.693  2.13
C 1.767 -0.967 -0.755  -0.50
C 0.868 0.318 -0.436  -1.11
H -1.472 2.102 -5.096  0.37
H -0.285 3.673 -3.461  0.39
H -1.679 -0.256 -4.452  0.37
H 0.827 2.806 -1.416  0.44
H -0.679 -1.098 -2.274  0.30
H -3.148 -1.376 0.052  0.30
H -2.585 2.459 1.030  0.35
H 1.615 -2.873 5.004  0.39
H 0.250 -3.016 3.896  0.32
H 1.860 -2.612 3.249  0.25
H 3.579 0.140 -1.283  0.31
H 2.552 -0.185 -2.668  0.30
H 3.507 -1.507 -2.014  0.39
H 1.707 -0.372 4.355  0.26
H 0.217 -0.754 5.205  0.33
H 1.170 -1.781 -1.192  0.31
H 2.201 -1.337 0.186  0.38
H 1.532 1.109 -0.066  0.90

Forces on atoms 1 to 6 (eV/Å):
O -0.7138 0.6096 0.6101
O 1.9261 0.5781 -1.6589
O 1.8042 -0.8562 0.6686
O 0.6066 -1.8279 -1.0947
O -0.7483 0.4244 -0.2983
C -4.6035 -0.4410 -1.8562


Repeat the fourth record exactly.
This record from the OMol25 dataset describes a molecular structure, C16H18N5O7STl. The level of theory is wB97M-V/def2-TZVPD.

Summary:
- max |F| (eV Å⁻¹) = 0.471
- LUMO (eV) = 4.35
- gap between HOMO and LUMO (eV) = 6.8
- charge = -2

Last column: Mulliken charge in e.
CARTESIAN COORDINATES (ANGSTROEM)
Tl 1.071 -0.575 -0.797  0.85
C 2.713 0.090 3.502  -1.48
C 1.502 0.429 2.680  0.54
N 0.619 -0.436 2.355  -0.24
N 0.881 -1.721 2.690  0.01
C -0.086 -2.670 2.521  0.19
N 0.440 -3.906 2.349  -0.42
S -1.729 -2.388 2.614  -0.44
C 1.302 1.790 2.108  0.63
C 2.025 2.902 2.542  -0.67
C 1.828 4.124 1.919  -0.33
C 0.916 4.216 0.882  -0.81
C 0.240 3.059 0.516  0.06
N 0.429 1.887 1.099  -0.01
H 2.429 -0.602 4.297  0.43
H 3.174 0.969 3.948  0.37
H 3.457 -0.414 2.879  0.16
H 1.861 -2.061 2.661  0.22
H 1.419 -3.965 2.086  0.25
H -0.190 -4.592 1.972  0.23
H 2.731 2.821 3.356  0.16
H 2.392 4.992 2.239  0.40
H 0.745 5.149 0.361  0.38
H -0.480 3.067 -0.298  0.24
O 0.319 -0.311 -5.188  -0.79
C 0.109 0.001 -4.009  0.05
O 0.970 0.373 -3.149  -0.73
C -1.375 0.022 -3.563  0.06
C -1.641 1.075 -2.481  0.05
C -3.139 1.424 -2.432  -0.98
C -3.716 0.156 -1.747  -1.02
C -2.440 -0.677 -1.537  0.05
O -1.475 0.351 -1.253  -0.47
C -1.976 -1.259 -2.885  0.10
C -1.084 -2.508 -2.696  0.04
O -1.399 -3.505 -3.359  -0.81
O -0.161 -2.441 -1.825  -0.64
H -1.938 0.252 -4.467  0.30
H -0.956 1.918 -2.510  0.59
H -3.549 1.605 -3.426  0.39
H -3.307 2.314 -1.822  0.26
H -4.447 -0.370 -2.363  0.42
H -4.178 0.395 -0.788  0.36
H -2.478 -1.387 -0.714  0.44
H -2.830 -1.616 -3.459  0.39
O 3.292 -3.214 2.595  -0.54
N 4.066 -2.842 1.652  0.11
O 3.645 -1.922 0.944  -0.34

Forces on atoms 1 to 6 (eV/Å):
Tl -0.0322 -0.1828 -0.4333
C 0.0491 0.0911 -0.0602
C 0.1085 -0.0045 -0.0578
N -0.2236 0.1414 0.1722
N 0.0321 -0.0480 0.1402
C -0.0703 -0.0942 -0.0441


Which of these has the lowest max |F|? C16H18N6O4